Below is C3H3N3OS in the gas phase in a non-equilibrium geometry, with properties calculated with ωB97M-V with the def2-TZVPD basis set.

Element x y z (Å)
N (1.199, -1.651, -1.091)
C (0.003, -1.348, -0.851)
N (1.983, -0.633, -0.475)
S (-1.214, 2.067, 1.077)
C (1.241, 0.184, 0.247)
H (0.174, 1.981, 1.252)
O (-2.439, 0.075, -0.127)
H (-0.894, -2.029, -1.059)
H (1.450, 1.154, 0.654)
C (-1.368, 0.452, 0.282)
N (-0.136, -0.253, 0.091)

Output
* max |F|: 4.6 eV Å⁻¹
* DFT total energy: -20511.0819 eV
* highest occupied orbital energy: -0.39726 hartree
* energy relative to the best compared isomer or geometry (same formula, charge and spin): 2.297 eV
* E_LUMO: -0.07 eV
* gap between HOMO and LUMO: 0.3945 hartree
* SMILES: O=C(S)n1cnnc1

What are the Löwdin partial charges on each atom? They are as follows, in elementary charge units:
1. N 0.0403
2. C -0.1536
3. N 0.0264
4. S 0.8500
5. C -0.1191
6. H -0.1275
7. O 0.0348
8. H 0.1583
9. H 0.0770
10. C -0.7672
11. N -0.0193

=====

Below is C3H3N3S in the gas phase in a non-equilibrium geometry, with properties calculated with ωB97M-V with the def2-TZVPD basis set.

Element x y z (Å)
C (-2.039, 0.623, -0.549)
C (-0.057, -0.084, -0.204)
N (-0.211, 1.093, 0.586)
S (2.264, -0.124, 1.154)
N (-1.240, -0.276, -1.008)
C (1.101, -0.767, 0.015)
N (-1.460, 1.517, 0.299)
H (1.241, -1.860, -0.313)
H (-2.900, 0.848, -1.158)
H (3.301, -0.970, 1.179)

Output
* max |F|: 4.2 eV Å⁻¹
* DFT total energy: -18462.3110 eV
* highest occupied orbital energy: -0.35346 hartree
* energy relative to the best compared isomer or geometry (same formula, charge and spin): 2.772 eV
* E_LUMO: -1.65 eV
* gap between HOMO and LUMO: 0.2929 hartree
* SMILES: S/C=C1/N=CN=N1

What are the Löwdin partial charges on each atom? They are as follows, in elementary charge units:
1. C -0.2552
2. C -0.4497
3. N 0.0413
4. S 0.8179
5. N 0.1052
6. C -0.3707
7. N 0.0243
8. H 0.1144
9. H 0.1039
10. H -0.1314

=====

Below is C3H3N3S2 in the gas phase, with properties calculated with ωB97M-V with the def2-TZVPD basis set.

Element x y z (Å)
C (-1.237, 1.246, -0.101)
N (-0.193, 2.130, -0.085)
C (-0.734, -0.022, -0.097)
C (1.627, -0.816, -0.138)
H (1.154, -1.814, -0.218)
S (-1.550, -1.574, -0.168)
S (3.207, -0.576, -0.082)
N (0.628, 0.164, -0.102)
H (-1.547, -1.820, 1.163)
N (0.912, 1.490, -0.091)
H (-2.266, 1.591, -0.082)

Output
* max |F|: 0.7 eV Å⁻¹
* DFT total energy: -29298.4728 eV
* highest occupied orbital energy: -0.34147 hartree
* energy relative to the best compared isomer or geometry (same formula, charge and spin): 1.286 eV
* E_LUMO: -0.99 eV
* gap between HOMO and LUMO: 0.3049 hartree
* SMILES: S=Cn1nncc1S

What are the Löwdin partial charges on each atom? They are as follows, in elementary charge units:
1. C -0.1350
2. N 0.0191
3. C -0.6368
4. C -0.6721
5. H 0.0465
6. S 0.8067
7. S 0.7224
8. N -0.1965
9. H -0.1061
10. N 0.0434
11. H 0.1084

=====

Below is C3H3N5 in the gas phase in a non-equilibrium geometry, with properties calculated with ωB97M-V with the def2-TZVPD basis set.

Element x y z (Å)
H (0.596, 2.460, 0.095)
C (1.022, 0.490, 0.367)
N (0.959, -0.811, 0.731)
N (-0.512, -1.111, -1.233)
H (2.161, 0.781, 0.608)
C (-0.282, -1.175, 0.303)
H (-1.914, -1.743, 0.938)
N (-1.019, -1.604, 1.268)
C (0.347, 1.412, -0.277)
N (-0.648, 1.225, -1.097)
N (-0.710, 0.075, -1.704)

Output
* max |F|: 12.4 eV Å⁻¹
* DFT total energy: -10604.2019 eV
* highest occupied orbital energy: -0.37618 hartree
* energy relative to the best compared isomer or geometry (same formula, charge and spin): 4.665 eV
* E_LUMO: -1.98 eV
* gap between HOMO and LUMO: 0.3034 hartree
* SMILES: [H]/N=c1/nccnnn1

What are the Löwdin partial charges on each atom? They are as follows, in elementary charge units:
1. H 0.1476
2. C -0.1800
3. N 0.1711
4. N 0.1520
5. H 0.1560
6. C -0.4914
7. H 0.0112
8. N 0.1790
9. C -0.1668
10. N 0.0509
11. N -0.0296

=====

Below is C3H3N5 in the gas phase in a non-equilibrium geometry, with properties calculated with ωB97M-V with the def2-TZVPD basis set.

Element x y z (Å)
H (0.826, -0.230, 2.517)
N (1.399, 0.811, 1.023)
C (0.486, 0.745, -1.133)
N (-1.980, 0.316, -0.701)
N (0.152, -1.407, 0.658)
H (0.569, 1.007, -2.227)
N (1.513, 0.936, -0.359)
H (-2.407, -0.575, -0.076)
C (0.697, -0.323, 1.343)
N (-0.522, -1.349, -0.336)
C (-0.733, 0.070, -0.709)

Output
* max |F|: 6.6 eV Å⁻¹
* DFT total energy: -10604.1654 eV
* highest occupied orbital energy: -0.36518 hartree
* energy relative to the best compared isomer or geometry (same formula, charge and spin): 4.702 eV
* E_LUMO: -1.11 eV
* gap between HOMO and LUMO: 0.3244 hartree
* SMILES: [H]/N=c1/cnncnn1

What are the Löwdin partial charges on each atom? They are as follows, in elementary charge units:
1. H 0.1411
2. N 0.0464
3. C -0.0911
4. N 0.1480
5. N 0.0198
6. H 0.1338
7. N 0.0029
8. H 0.1455
9. C -0.1748
10. N 0.0740
11. C -0.4455

=====

Below is C3H3N5 in the gas phase in a non-equilibrium geometry, with properties calculated with ωB97M-V with the def2-TZVPD basis set.

Element x y z (Å)
C (-1.209, -0.631, 0.088)
N (-0.480, -1.734, -0.262)
H (-2.281, -0.670, 0.356)
C (1.258, -0.296, -0.071)
N (2.007, -0.073, 0.950)
N (0.805, -1.568, -0.248)
H (2.143, 1.013, 1.252)
C (-1.072, 0.699, -0.071)
N (0.948, 0.646, -1.105)
H (-1.886, 1.340, 0.256)
N (-0.233, 1.274, -1.145)

Output
* max |F|: 6.5 eV Å⁻¹
* DFT total energy: -10604.2232 eV
* highest occupied orbital energy: -0.37513 hartree
* energy relative to the best compared isomer or geometry (same formula, charge and spin): 4.644 eV
* E_LUMO: -1.51 eV
* gap between HOMO and LUMO: 0.3197 hartree
* SMILES: N=c1nnccnn1

What are the Löwdin partial charges on each atom? They are as follows, in elementary charge units:
1. C -0.1614
2. N 0.0767
3. H 0.1186
4. C -0.6047
5. N 0.1576
6. N 0.1026
7. H 0.1298
8. C -0.1055
9. N 0.0846
10. H 0.0991
11. N 0.1026

=====

Below is C3H3NO in the gas phase in a non-equilibrium geometry, with properties calculated with ωB97M-V with the def2-TZVPD basis set.

Element x y z (Å)
O (0.265, 1.540, -0.030)
H (2.509, -0.109, -0.472)
C (1.592, -0.652, -0.299)
H (-1.568, -1.049, 0.670)
C (-0.731, 0.819, 0.077)
H (-1.773, 1.203, 0.203)
C (-0.897, -0.565, -0.040)
N (0.580, -1.213, -0.119)

Output
* max |F|: 2.1 eV Å⁻¹
* DFT total energy: -6693.1970 eV
* highest occupied orbital energy: -0.31381 hartree
* energy relative to the best compared isomer or geometry (same formula, charge and spin): 3.295 eV
* E_LUMO: -0.17 eV
* gap between HOMO and LUMO: 0.3076 hartree

What are the Löwdin partial charges on each atom? They are as follows, in elementary charge units:
1. O -0.0495
2. H 0.1120
3. C 0.1551
4. H 0.0648
5. C -0.4248
6. H 0.1206
7. C -0.0645
8. N 0.0863

=====

Below is C3H3NO in the gas phase in a non-equilibrium geometry, with properties calculated with ωB97M-V with the def2-TZVPD basis set.

Element x y z (Å)
H (0.097, -1.200, -1.007)
H (-0.086, -1.343, 0.787)
C (-1.039, 0.465, -0.119)
C (1.129, 0.229, 0.078)
H (-0.168, 1.328, -0.546)
C (-0.024, -0.658, -0.065)
O (-2.075, 0.567, 0.470)
N (2.166, 0.611, 0.402)

Output
* max |F|: 3.7 eV Å⁻¹
* DFT total energy: -6694.7205 eV
* highest occupied orbital energy: -0.39018 hartree
* energy relative to the best compared isomer or geometry (same formula, charge and spin): 1.771 eV
* E_LUMO: 0.20 eV
* gap between HOMO and LUMO: 0.3974 hartree
* SMILES: N#CCC=O

What are the Löwdin partial charges on each atom? They are as follows, in elementary charge units:
1. H 0.1317
2. H 0.1329
3. C -0.2829
4. C -0.3129
5. H 0.1681
6. C -0.1185
7. O 0.0973
8. N 0.1843

=====

Below is 2 unconnected molecules or ions with the total composition C3H3NO in a non-equilibrium geometry, with properties calculated with ωB97M-V with the def2-TZVPD basis set.

Element x y z (Å)
H (-1.787, -0.724, 1.089)
H (2.263, -0.029, -0.159)
N (-0.580, 0.887, 1.745)
C (-1.262, 0.032, 1.449)
C (0.442, 0.064, -1.507)
C (1.253, -0.034, -0.502)
O (0.194, -0.820, -0.274)
H (-0.523, 0.624, -1.841)

Output
* max |F|: 3.8 eV Å⁻¹
* DFT total energy: -6691.0315 eV
* highest occupied orbital energy: -0.30852 hartree
* energy relative to the best compared isomer or geometry (same formula, charge and spin): 5.460 eV
* E_LUMO: 0.42 eV
* gap between HOMO and LUMO: 0.3239 hartree
* SMILES: C1=CO1.C#N

What are the Löwdin partial charges on each atom? They are as follows, in elementary charge units:
1. H 0.0218
2. H 0.1133
3. N 0.0894
4. C -0.0737
5. C 0.0325
6. C -0.1465
7. O -0.1710
8. H 0.1341

=====

Below is C3H3NO in the gas phase in a non-equilibrium geometry, with properties calculated with ωB97M-V with the def2-TZVPD basis set.

Element x y z (Å)
C (-0.431, 0.296, 0.190)
H (1.757, 0.181, 0.558)
O (-0.307, -1.052, 0.002)
C (0.919, 0.857, 0.362)
H (1.064, 1.341, -0.622)
H (0.856, 1.681, 1.074)
N (-2.416, -1.809, -1.053)
C (-1.442, -1.494, -0.511)

Output
* max |F|: 1.4 eV Å⁻¹
* DFT total energy: -6692.9045 eV
* highest occupied orbital energy: -0.36445 hartree
* energy relative to the best compared isomer or geometry (same formula, charge and spin): 3.587 eV
* E_LUMO: -0.26 eV
* gap between HOMO and LUMO: 0.3550 hartree

What are the Löwdin partial charges on each atom? They are as follows, in elementary charge units:
1. C -0.0063
2. H 0.0834
3. O -0.0034
4. C -0.1039
5. H 0.1029
6. H 0.0798
7. N 0.1828
8. C -0.3353